Entry 1:
Below is the ion C7H15ClN3O2S with charge +1 in a non-equilibrium geometry, with properties calculated with ωB97M-V with the def2-TZVPD basis set.

The geometry in XYZ format:
```
29
C7H15ClN3O2S (ωB97M-V with the def2-TZVPD basis set)
Cl -1.374 0.233 -2.553
S -3.057 -0.017 -1.424
O -3.712 1.230 -1.214
O -3.792 -1.066 -2.052
N 2.078 -2.673 0.112
N 3.220 -0.594 -0.147
N 1.058 -0.660 -0.645
C -1.637 0.172 1.103
C 2.694 0.842 -0.172
C 2.116 -1.390 -0.215
C -2.496 -0.684 0.128
C 0.231 1.722 -0.010
C -1.147 1.560 0.686
C 1.222 0.603 0.135
H -1.086 2.142 1.602
H 1.229 0.326 1.202
H -2.266 0.326 1.974
H 0.182 -1.156 -0.550
H -3.426 -0.962 0.613
H 3.260 1.416 0.546
H -1.890 2.076 0.087
H 0.719 2.582 0.446
H -2.009 -1.625 -0.116
H 0.103 2.000 -1.052
H 2.605 -3.049 0.880
H 1.478 -3.303 -0.392
H 3.669 -0.753 0.758
H 2.858 1.161 -1.197
H -0.828 -0.458 1.468
```

Properties
net charge	+1
F_max	2.46	eV Å⁻¹
2S+1	1
E_LUMO	-0.137	Eh



Entry 2:
Below is a structure of composition C32H28Cl5N4O6Ti in a non-equilibrium geometry, with properties calculated with ωB97M-V with the def2-TZVPD basis set.

The geometry in XYZ format:
```
76
C32H28Cl5N4O6Ti (ωB97M-V with the def2-TZVPD basis set)
Ti 0.937 -1.160 0.305
Cl -0.250 -2.752 -2.938
Cl 2.627 -7.207 -2.312
Cl 3.642 -6.236 0.460
Cl 2.715 -3.555 1.603
Cl 0.678 -5.445 -3.947
O 0.328 -0.475 -1.258
O 4.113 1.059 -0.237
O 2.994 1.241 2.407
O 1.958 -0.701 1.871
O 2.775 -0.727 -0.446
O -0.103 0.492 0.997
N 2.621 2.095 -2.355
N -0.366 -2.218 1.623
N 0.042 3.690 0.771
N -2.094 -1.365 -0.443
C 2.346 3.537 -2.219
C 0.852 -3.639 -1.901
C -1.995 -3.639 0.330
C -2.573 -0.709 -1.401
C -1.751 0.261 -2.168
C -0.469 3.302 1.993
C 1.797 1.137 -2.586
C 3.327 0.245 0.215
C -0.709 -1.662 2.738
C -0.579 2.100 2.709
C 1.146 3.854 -1.337
C -1.656 2.061 -3.842
C 1.248 -4.878 -2.418
C 0.366 1.222 -2.840
C -2.868 -2.392 0.215
C -0.397 0.743 2.251
C -1.579 1.508 6.389
C -0.349 0.310 -2.063
C -1.186 1.225 4.963
C -0.283 2.102 -3.711
C 1.273 -3.151 -0.664
C -1.023 -0.061 4.502
C -0.976 2.261 4.065
C -2.355 1.128 -3.057
C 2.118 -5.683 -1.694
C 2.139 -4.009 0.021
C 2.572 -5.244 -0.456
C -2.395 2.972 -4.784
C 1.087 3.082 -0.024
C 2.759 0.332 1.664
C -0.630 -0.298 3.158
C -0.915 -3.569 1.419
H 3.524 1.768 -1.983
H -1.540 -3.827 -0.643
H -1.714 3.661 -5.282
H -3.140 3.565 -4.251
H -0.107 -4.255 1.174
H -1.198 -2.313 3.467
H -0.795 1.202 7.083
H -0.020 4.687 0.655
H -2.490 0.975 6.666
H -1.199 -0.909 5.154
H -1.109 3.278 4.417
H 0.296 2.799 -4.307
H 0.817 2.040 -0.190
H -3.608 -0.838 -1.749
H -0.853 4.164 2.524
H -3.803 -2.616 -0.315
H -1.757 2.572 6.545
H 0.208 3.716 -1.874
H -3.131 -2.025 1.213
H 2.061 3.090 0.486
H -3.437 1.085 -3.149
H -1.347 -3.899 2.367
H 2.218 0.146 -2.446
H 1.221 4.927 -1.129
H 2.233 3.967 -3.213
H -2.626 -4.502 0.555
H 3.257 3.948 -1.788
H -2.918 2.406 -5.556
```

Properties
net charge	0
F_max	1.16	eV Å⁻¹
2S+1	2
energy above the lowest of the compared OMol25 structures with the same formula, charge and spin	0.796	eV
expectation value of S²	0.80
E_LUMO (spin up / spin down)	-0.037 / -0.037	Eh



Entry 3:
Below is an isolated molecule of C5H7N in a non-equilibrium geometry, with properties calculated with ωB97M-V with the def2-TZVPD basis set.

The geometry in XYZ format:
```
13
C5H7N (ωB97M-V with the def2-TZVPD basis set)
N 1.332 -0.720 0.108
C 0.456 0.189 0.899
C -1.277 -0.043 -0.658
C 0.961 0.565 -0.437
C -0.940 -0.385 0.781
C -0.217 0.401 -1.342
H 2.205 -1.030 0.494
H 0.668 0.867 1.739
H -0.126 0.517 -2.414
H -2.268 -0.196 -1.067
H -1.671 -0.098 1.544
H 1.658 1.399 -0.535
H -0.780 -1.467 0.887
```

Properties
net charge	0
F_max	1.27	eV Å⁻¹
2S+1	1
energy above the lowest of the compared OMol25 structures with the same formula, charge and spin	2.280	eV
E_LUMO	0.046	Eh



Entry 4:
Below is a structure of composition C4H8GaO3 in a non-equilibrium geometry, with properties calculated with ωB97M-V with the def2-TZVPD basis set.

The geometry in XYZ format:
```
16
C4H8GaO3 (ωB97M-V with the def2-TZVPD basis set)
Ga 0.812 0.984 -1.115
O 2.484 1.110 -0.555
O 1.078 -0.836 -1.199
O -0.685 1.307 -0.233
C 1.049 -1.283 -0.005
C -1.511 0.566 0.402
C -2.748 0.122 -0.297
C 2.730 0.182 0.357
H -3.574 0.795 -0.019
H -0.285 -0.989 0.561
H 1.788 -2.029 0.326
H 3.639 -0.434 0.225
H -2.999 -0.883 0.073
H -2.601 0.067 -1.382
H 2.482 0.441 1.404
H -1.662 0.882 1.456
```

Properties
net charge	+2
F_max	4.65	eV Å⁻¹
2S+1	2
energy above the lowest of the compared OMol25 structures with the same formula, charge and spin	0.874	eV
expectation value of S²	0.75
E_LUMO (spin up / spin down)	-0.416 / -0.429	Eh



Entry 5:
Below is a cluster of 5 separate species, H10O4S2 in total, with properties calculated with ωB97M-V with the def2-TZVPD basis set.

The geometry in XYZ format:
```
16
H10O4S2 (ωB97M-V with the def2-TZVPD basis set)
S -1.078 1.360 0.086
S -2.054 -0.096 1.163
O 3.978 -0.680 -0.639
O 2.185 1.374 0.346
O 1.424 -1.639 0.309
O -1.907 -1.210 -2.131
H 4.717 -1.096 -1.085
H 0.123 1.423 0.691
H -2.682 -0.677 -2.341
H 2.696 1.648 1.113
H 3.218 -1.275 -0.708
H 0.671 -1.088 0.553
H 1.234 -2.486 0.723
H 2.776 0.750 -0.101
H -1.223 -0.531 -2.020
H -1.856 -1.111 0.300
```

Properties
net charge	0
F_max	0.45	eV Å⁻¹
2S+1	1
energy above the lowest of the compared OMol25 structures with the same formula, charge and spin	0.159	eV
E_LUMO	0.017	Eh



Entry 6:
Below is a cluster of 8 separate species, C67H140BN7O8 in total in a non-equilibrium geometry, with properties calculated with ωB97M-V with the def2-TZVPD basis set.

The geometry in XYZ format:
```
223
C67H140BN7O8 (ωB97M-V with the def2-TZVPD basis set)
O -20.078 -25.917 -3.681
O -20.488 -22.472 -6.355
O -19.907 -20.729 -7.648
O -22.631 -26.373 -5.382
O -19.735 -24.482 -5.359
O -21.802 -24.665 -6.499
O -19.694 -24.103 -7.779
O -18.760 -22.927 -9.400
N -21.014 -20.524 -12.166
N -24.430 -31.269 -1.149
N -17.907 -26.150 -11.764
N -17.703 -20.963 -3.748
N -11.697 -22.563 -8.552
N -17.002 -27.852 0.082
N -19.381 -30.454 -6.250
C -19.801 -19.651 -3.400
C -16.601 -29.502 -6.906
C -19.342 -18.329 -10.837
C -23.934 -32.838 0.702
C -25.080 -30.278 -0.157
C -22.711 -21.924 -10.996
C -21.555 -20.926 -13.578
C -16.698 -21.145 -4.931
C -20.423 -25.397 -4.743
C -15.873 -27.699 -13.270
C -19.727 -22.088 -2.626
C -16.565 -28.334 -1.428
C -19.414 -23.052 -8.353
C -19.964 -21.913 -7.440
C -19.857 -30.134 -3.742
C -16.932 -30.276 -5.513
C -16.781 -29.021 1.040
C -15.573 -26.843 -12.077
C -19.108 -29.726 -7.608
C -19.125 -25.930 -10.749
C -11.312 -24.051 -8.446
C -16.083 -27.469 -3.756
C -11.473 -21.839 -7.162
C -20.613 -20.950 -3.132
C -17.073 -28.707 2.533
C -21.639 -19.145 -11.747
C -18.101 -31.295 -5.812
C -16.934 -20.335 -2.474
C -21.753 -25.560 -5.497
C -18.416 -22.268 -3.406
C -24.716 -29.928 -3.284
C -10.262 -23.940 -10.718
C -18.332 -27.119 -12.884
C -20.557 -31.404 -6.517
C -18.629 -19.865 -4.388
C -20.044 -27.154 -10.423
C -23.386 -32.028 -0.374
C -17.820 -28.900 -7.595
C -13.165 -22.275 -8.888
C -20.895 -18.430 -10.626
C -24.708 -31.986 1.734
C -18.449 -27.223 0.071
C -10.728 -22.531 -10.900
C -17.506 -24.831 -12.451
C -19.466 -20.411 -12.366
C -20.460 -29.155 -2.732
C -16.856 -27.230 -2.512
C -25.669 -30.968 1.068
C -14.268 -23.150 -8.281
C -16.049 -26.751 0.539
C -23.681 -30.523 -2.295
C -18.741 -19.725 -11.185
C -10.874 -21.823 -9.598
C -16.688 -26.657 -11.033
C -15.653 -22.793 -8.739
C -16.079 -27.658 2.945
C -20.962 -26.837 -9.236
C -25.439 -32.374 -1.706
C -15.740 -22.282 -4.623
C -17.214 -27.303 -13.948
C -16.209 -23.742 -5.118
C -19.900 -29.467 -5.120
C -16.197 -26.434 2.075
C -22.806 -22.783 -9.748
C -24.144 -28.988 -4.331
C -21.211 -21.612 -11.125
C -11.188 -24.722 -9.839
B -20.464 -23.938 -6.504
H -24.010 -28.020 -3.849
H -15.027 -27.070 0.335
H -19.339 -19.796 -13.257
H -17.632 -28.586 -8.621
H -18.308 -31.923 -4.945
H -16.003 -28.597 -6.803
H -23.995 -31.456 2.366
H -18.982 -21.345 -12.653
H -15.969 -20.341 -4.829
H -22.372 -22.233 -8.913
H -24.932 -28.845 -5.070
H -21.393 -28.672 -3.022
H -16.676 -24.311 -4.313
H -26.110 -31.914 -2.432
H -9.258 -24.012 -10.300
H -18.737 -17.965 -10.007
H -26.522 -31.583 0.782
H -20.253 -18.847 -3.982
H -16.072 -20.881 -2.090
H -13.243 -22.374 -9.970
H -21.338 -25.817 -9.311
H -15.410 -25.707 2.277
H -17.005 -27.590 -10.567
H -20.936 -29.208 -5.342
H -19.778 -25.270 -11.320
H -14.862 -21.912 -5.150
H -20.300 -31.130 -3.780
H -17.924 -27.160 -2.716
H -11.627 -22.435 -11.509
H -15.111 -28.138 3.088
H -19.234 -17.513 -11.552
H -25.191 -30.741 -3.832
H -23.136 -33.344 1.245
H -17.713 -19.519 -11.484
H -12.220 -24.848 -10.165
H -15.089 -27.596 -14.021
H -19.505 -28.050 -10.113
H -18.086 -27.979 -7.076
H -11.829 -20.811 -7.230
H -23.328 -21.065 -10.732
H -20.669 -29.663 -1.791
H -18.847 -30.214 -3.340
H -18.079 -28.399 2.818
H -17.630 -20.386 -1.636
H -17.144 -29.245 -1.581
H -21.537 -20.762 -2.585
H -19.448 -19.108 -2.524
H -20.460 -26.816 -8.269
H -16.356 -22.777 -7.906
H -9.897 -22.089 -11.450
H -21.152 -21.913 -13.805
H -17.798 -22.911 -2.780
H -21.011 -18.914 -9.656
H -26.097 -30.291 1.807
H -20.199 -32.217 -7.148
H -18.416 -26.405 -0.649
H -23.170 -22.439 -11.841
H -14.104 -23.107 -7.204
H -17.968 -19.002 -4.464
H -18.716 -28.088 -12.563
H -21.292 -17.417 -10.551
H -15.535 -28.410 -3.817
H -9.888 -21.744 -9.141
H -15.329 -24.333 -5.373
H -15.494 -26.573 -3.951
H -16.014 -28.765 -13.090
H -10.477 -22.053 -6.776
H -17.062 -25.773 2.135
H -11.214 -20.791 -9.684
H -25.786 -29.630 -0.677
H -15.501 -22.278 -3.559
H -21.471 -18.464 -12.581
H -19.007 -28.055 -0.359
H -25.580 -29.454 -2.817
H -18.689 -25.560 -9.822
H -14.046 -24.156 -8.637
H -19.301 -28.562 -5.224
H -17.907 -31.912 -6.690
H -17.396 -29.883 0.781
H -17.337 -29.582 -4.776
H -22.629 -21.027 -13.419
H -17.436 -28.176 -14.561
H -15.508 -28.585 -1.352
H -20.903 -22.606 -11.448
H -16.743 -23.786 -6.066
H -16.912 -29.564 3.186
H -21.207 -30.860 -7.202
H -16.077 -23.524 -9.428
H -20.269 -23.031 -2.701
H -20.992 -31.793 -5.596
H -19.101 -20.012 -5.359
H -25.199 -32.573 2.510
H -21.910 -27.373 -9.185
H -22.949 -31.205 -2.728
H -12.104 -22.233 -6.365
H -19.837 -28.325 -2.399
H -24.877 -33.186 -2.167
H -13.455 -21.269 -8.584
H -21.538 -20.077 -14.261
H -10.846 -25.750 -9.717
H -10.288 -24.473 -11.669
H -14.677 -27.123 -11.522
H -16.817 -27.557 -4.557
H -18.592 -22.732 -4.376
H -18.751 -26.746 1.003
H -23.847 -23.035 -9.545
H -19.120 -30.436 -8.435
H -19.476 -22.072 -1.566
H -22.167 -23.665 -9.709
H -16.612 -26.234 -2.140
H -21.039 -21.212 -4.100
H -20.781 -21.245 -10.193
H -22.703 -19.129 -11.508
H -16.867 -24.780 -13.332
H -15.193 -25.903 -12.479
H -26.165 -32.764 -0.992
H -22.832 -31.190 0.048
H -24.279 -29.624 0.188
H -22.748 -32.587 -1.060
H -19.231 -26.622 -13.248
H -19.926 -29.037 -7.820
H -16.465 -25.839 -10.348
H -15.727 -29.223 0.847
H -17.116 -24.266 -11.604
H -24.595 -33.642 0.381
H -11.914 -24.581 -7.708
H -20.615 -27.300 -11.339
H -10.309 -24.004 -8.021
H -16.320 -27.417 3.981
H -16.252 -25.921 -0.137
H -16.050 -30.698 -5.032
H -18.421 -24.335 -12.776
H -16.027 -30.095 -7.619
H -15.662 -21.795 -9.177
H -23.076 -29.794 -1.757
H -18.821 -20.318 -10.274
H -16.679 -19.299 -2.694
H -17.069 -26.527 -14.699
H -17.193 -21.169 -5.902
H -23.209 -29.328 -4.775
```

Properties
net charge	+6
F_max	5.53	eV Å⁻¹
2S+1	1
E_LUMO	-0.381	Eh